(1)
Density functional theory data (the ωB97M-V functional and the def2-TZVPD basis) for C18H21NO2S in the gas phase.

Atoms and positions in Å:
1 C 1.69 2.89 -1.04
2 O 0.85 2.17 -0.17
3 C 0.02 2.86 0.67
4 C -0.09 4.25 0.70
5 C -0.97 4.85 1.59
6 C -1.75 4.09 2.43
7 C -1.64 2.71 2.40
8 C -0.77 2.08 1.53
9 C -0.65 0.58 1.49
10 N -0.98 0.07 0.18
11 C -1.94 -0.83 -0.04
12 O -2.64 -1.33 0.82
13 C -2.16 -1.17 -1.52
14 C -3.07 -0.11 -2.15
15 S -0.59 -1.20 -2.47
16 C 0.49 -2.18 -1.46
17 C 0.04 -3.10 -0.53
18 C 0.96 -3.82 0.22
19 C 2.33 -3.65 0.04
20 C 3.31 -4.46 0.84
21 C 2.76 -2.74 -0.91
22 C 1.86 -2.01 -1.66
23 H 1.11 3.49 -1.75
24 H 2.25 2.14 -1.59
25 H 2.38 3.54 -0.50
26 H 0.51 4.86 0.05
27 H -1.04 5.93 1.60
28 H -2.43 4.57 3.12
29 H -2.25 2.11 3.06
30 H 0.39 0.29 1.73
31 H -1.33 0.11 2.20
32 H -0.43 0.43 -0.59
33 H -2.63 -2.15 -1.60
34 H -3.25 -0.35 -3.19
35 H -4.02 -0.09 -1.62
36 H -2.61 0.87 -2.09
37 H -1.01 -3.26 -0.36
38 H 0.60 -4.52 0.95
39 H 2.91 -4.70 1.82
40 H 4.24 -3.92 0.95
41 H 3.52 -5.40 0.32
42 H 3.82 -2.60 -1.07
43 H 2.20 -1.29 -2.39

Results
* molecular weight: 315.44 g/mol
* spin multiplicity: 1
* orbital gap: 8.762 eV
* SMILES: COc1ccccc1CNC(=O)[C@@H](C)Sc1ccc(C)cc1
* E_tot: -1301.94786 Ha

Mulliken population analysis, charges in e, atoms 1 to 6: number 1, C, carries -1.025; number 2, O, carries -0.319; number 3, C, carries 0.741; number 4, C, carries -0.617; number 5, C, carries -0.628; number 6, C, carries -0.725

(2)
Density functional theory data (the ωB97M-V functional and the def2-TZVPD basis) for C18H21NO3 in the gas phase in a non-equilibrium geometry.

Atoms and positions in Å:
1 C -1.80 -3.04 0.32
2 O -3.04 -2.59 0.01
3 C -3.48 -1.40 0.01
4 C -4.94 -1.05 -0.26
5 C -5.34 0.25 -0.30
6 C -4.52 1.14 0.17
7 C -3.13 0.91 0.23
8 C -2.11 1.96 0.26
9 O -2.42 3.27 0.95
10 N -0.91 1.89 -0.26
11 C 0.23 2.68 0.01
12 C 0.98 2.83 -1.23
13 O 1.24 1.56 -1.69
14 C 1.94 0.68 -0.77
15 C 1.72 -0.78 -1.02
16 C 2.54 -1.51 -0.43
17 C 2.29 -3.03 -0.63
18 C 3.43 -1.41 0.55
19 C 3.73 0.15 0.73
20 C 4.68 0.82 1.79
21 C 2.93 1.23 -0.25
22 C -2.60 -0.50 0.06
23 H -1.67 -4.14 0.19
24 H -1.35 -2.56 -0.31
25 H -1.58 -2.75 1.24
26 H -5.53 -1.95 -0.31
27 H -6.43 0.64 -0.30
28 H -4.86 2.40 -0.09
29 H -0.78 1.04 -0.53
30 H 0.80 2.53 0.89
31 H -0.11 3.95 0.05
32 H 1.90 3.34 -1.34
33 H 0.31 3.30 -2.02
34 H 1.12 -1.09 -1.81
35 H 1.74 -3.59 0.16
36 H 1.69 -3.29 -1.44
37 H 3.20 -3.79 -0.73
38 H 3.94 -2.01 1.14
39 H 5.39 1.29 1.12
40 H 4.14 1.19 2.81
41 H 5.16 -0.17 2.22
42 H 3.00 2.24 0.24
43 H -1.51 -0.61 0.56

Results
* molecular weight: 299.37 g/mol
* spin multiplicity: 1
* orbital gap: 8.210 eV
* SMILES: COc1cccc(C(=O)NCCOc2cc(C)cc(C)c2)c1
* E_tot: -978.44785 Ha

Mulliken population analysis, charges in e, atoms 1 to 6: number 1, C, carries -1.033; number 2, O, carries -0.511; number 3, C, carries 0.671; number 4, C, carries -0.595; number 5, C, carries -0.374; number 6, C, carries -0.519

(3)
Density functional theory data (the ωB97M-V functional and the def2-TZVPD basis) for C18H22BBaF6O22PPd as an isolated structure in a non-equilibrium geometry.

Atoms and positions in Å:
1 Pd -0.06 2.30 0.89
2 Ba 1.97 1.83 -2.31
3 B 0.25 0.53 -0.52
4 H 0.50 -0.35 -1.16
5 H -0.53 0.24 0.28
6 H 1.18 0.89 -0.04
7 H -0.22 1.37 -1.10
8 P 2.54 3.31 0.58
9 O 3.18 4.43 1.34
10 O 1.73 2.60 1.79
11 O 3.44 2.39 -0.23
12 O 1.22 3.59 -0.25
13 C 5.38 -3.16 -3.56
14 C 4.44 -4.02 -4.43
15 O 3.18 -3.46 -4.21
16 C 3.25 -2.68 -3.10
17 O 2.31 -2.14 -2.59
18 O 4.47 -2.67 -2.56
19 F 4.45 -5.33 -4.07
20 H 5.85 -2.39 -4.18
21 H 6.14 -3.72 -3.03
22 H 4.75 -3.94 -5.47
23 C -3.01 -0.83 -1.80
24 C -3.96 -0.05 -2.67
25 O -3.08 1.02 -3.03
26 C -1.83 0.52 -3.09
27 O -0.86 1.06 -3.54
28 O -1.80 -0.69 -2.51
29 F -5.01 0.43 -1.96
30 H -3.23 -1.90 -1.76
31 H -2.89 -0.54 -0.75
32 H -4.28 -0.56 -3.58
33 C -1.22 -2.08 1.69
34 C -0.17 -2.90 0.95
35 O -0.98 -3.44 -0.07
36 C -2.28 -3.50 0.33
37 O -3.14 -4.13 -0.19
38 O -2.45 -2.75 1.45
39 F 0.25 -3.99 1.67
40 H -1.30 -1.01 1.48
41 H -1.06 -2.11 2.77
42 H 0.61 -2.22 0.60
43 C 4.34 -0.04 2.04
44 C 3.96 -0.92 0.90
45 O 2.85 -1.59 1.36
46 C 2.92 -1.68 2.73
47 O 2.43 -2.46 3.48
48 O 3.65 -0.63 3.14
49 F 4.98 -1.88 0.71
50 H 3.88 0.95 1.91
51 H 5.40 0.14 2.21
52 H 3.76 -0.44 -0.05
53 C -3.36 5.28 -2.13
54 C -4.60 4.40 -2.01
55 O -4.20 3.42 -1.08
56 C -2.84 3.44 -0.94
57 O -2.24 2.70 -0.23
58 O -2.32 4.44 -1.65
59 F -4.87 3.73 -3.18
60 H -3.52 6.18 -1.52
61 H -3.05 5.50 -3.15
62 H -5.48 4.94 -1.67
63 C -1.71 -0.37 5.59
64 C -2.62 0.90 5.65
65 O -2.13 1.65 4.58
66 C -1.44 0.85 3.76
67 O -1.04 1.17 2.68
68 O -1.41 -0.41 4.19
69 F -2.29 1.60 6.79
70 H -2.18 -1.30 5.91
71 H -0.88 -0.17 6.27
72 H -3.68 0.64 5.68

Results
* molecular weight: 989.87 g/mol
* spin multiplicity: 3
* orbital gap (spin up / spin down): 6.249 / 6.335 eV
* E_tot: -3473.28680 Ha

Mulliken population analysis, charges in e, atoms 1 to 6: number 1, Pd, carries 0.205; number 2, Ba, carries 2.031; number 3, B, carries 1.531; number 4, H, carries -0.047; number 5, H, carries -0.426; number 6, H, carries -0.243

(4)
Density functional theory data (the ωB97M-V functional and the def2-TZVPD basis) for C18H22BrN5O in the gas phase in a non-equilibrium geometry.

Atoms and positions in Å:
1 O 0.89 -5.16 4.37
2 C 1.42 -4.84 3.12
3 C 1.52 -3.29 2.91
4 C 0.13 -2.54 2.88
5 C 0.20 -1.05 2.61
6 N 0.92 -0.79 1.38
7 C 0.88 0.59 1.12
8 N 1.37 1.44 2.06
9 C 1.25 2.79 1.87
10 C 0.49 3.24 0.75
11 N -0.11 2.38 -0.16
12 C 0.10 1.05 0.02
13 C -0.61 0.10 -0.98
14 C -0.16 0.28 -2.42
15 N -1.56 0.79 -2.70
16 C -1.62 1.99 -3.37
17 C -2.85 2.51 -3.61
18 C -2.99 3.55 -4.52
19 C -1.77 4.24 -4.91
20 Br -2.01 5.88 -5.85
21 C -0.61 3.72 -4.53
22 N -0.52 2.60 -3.77
23 C -2.04 0.60 -1.35
24 C 2.18 -1.43 1.27
25 C 2.06 -2.90 1.56
26 H -0.08 -5.18 4.40
27 H 0.83 -5.28 2.31
28 H 2.43 -5.26 2.94
29 H 2.12 -2.75 3.71
30 H -0.59 -2.98 2.16
31 H -0.32 -2.55 3.82
32 H 0.68 -0.57 3.42
33 H -0.90 -0.65 2.65
34 H 1.67 3.56 2.60
35 H 0.35 4.34 0.95
36 H -0.60 -0.90 -0.59
37 H 0.02 -0.70 -2.80
38 H 0.62 0.93 -2.54
39 H -3.62 1.92 -3.24
40 H -4.01 3.98 -4.74
41 H 0.28 4.19 -4.87
42 H -2.80 -0.14 -1.52
43 H -2.43 1.41 -0.79
44 H 2.93 -0.89 1.85
45 H 2.57 -1.35 0.21
46 H 1.32 -3.37 0.93
47 H 2.97 -3.48 1.39

Results
* molecular weight: 404.31 g/mol
* spin multiplicity: 1
* orbital gap: 8.419 eV
* SMILES: OCC1CCN(c2nccnc2C2CN(c3ccc(Br)cn3)C2)CC1
* E_tot: -3622.01247 Ha

Mulliken population analysis, charges in e, atoms 1 to 6: number 1, O, carries -0.537; number 2, C, carries -0.858; number 3, C, carries 0.743; number 4, C, carries -1.087; number 5, C, carries -0.861; number 6, N, carries 1.055

Q: Which formula does entry 4 have?
A: C18H22BrN5O